# 1
# ClHNO2P

An isolated molecule of ClHNO2P at a distorted geometry (ωB97M-V/def2-TZVPD, the OMol25 dataset).

Cartesian coordinates (Å):
O1 1.201 2.827 0.286
N1 0.460 1.848 0.155
O2 -0.384 1.734 -0.639
P1 0.818 0.373 1.146
Cl1 2.523 -0.634 -0.293
H1 -0.376 -0.234 0.275

The calculation puts the HOMO energy at -0.4021 Eh. As for the total energy: -27408.3022 eV. The spin multiplicity is 1. Its structure (SMILES) is O=[N+]([O-])PCl. The calculation puts the LUMO energy at -2.247 eV. The value obtained for the gap between HOMO and LUMO is 8.7 eV.

# 2
# C22H19BrCl2N5O2Tc

A structure of composition C22H19BrCl2N5O2Tc (ωB97M-V/def2-TZVPD, the OMol25 dataset).

Cartesian coordinates (Å):
Tc1 -0.291 0.602 -0.635
Cl1 6.342 1.065 1.287
C1 4.904 0.689 0.382
C2 3.682 1.135 0.867
C3 2.510 0.854 0.177
N1 1.225 1.252 0.583
C4 0.965 2.012 1.651
O1 1.741 2.481 2.485
C5 -0.514 2.285 1.791
C6 -0.988 3.077 2.823
C7 -2.347 3.311 2.921
C8 -3.191 2.743 1.977
C9 -2.641 1.963 0.979
N2 -1.331 1.734 0.888
C10 2.569 0.109 -1.028
C11 3.803 -0.326 -1.498
C12 4.963 -0.037 -0.793
Cl2 6.479 -0.611 -1.425
N3 1.339 -0.128 -1.656
C13 1.187 -0.795 -2.803
O2 2.039 -1.317 -3.524
C14 -0.266 -0.874 -3.215
C15 -0.624 -1.513 -4.391
C16 -1.959 -1.570 -4.745
C17 -2.898 -0.986 -3.906
C18 -2.460 -0.369 -2.751
N4 -1.174 -0.312 -2.413
H1 3.636 1.704 1.780
H2 -0.261 3.483 3.513
H3 -2.746 3.927 3.716
H4 -4.260 2.899 2.008
H5 -3.257 1.499 0.220
H6 3.851 -0.889 -2.415
H7 0.169 -1.941 -4.988
H8 -2.267 -2.060 -5.660
H9 -3.953 -1.004 -4.141
H10 -3.153 0.104 -2.068
C19 -2.093 -1.530 2.179
C20 -0.723 -1.693 1.501
C21 0.379 -1.241 2.471
C22 -0.505 -3.179 1.172
N5 -0.682 -0.954 0.275
H11 -2.155 -2.126 3.095
H12 -2.882 -1.849 1.495
H13 -2.260 -0.482 2.437
H14 0.405 -1.889 3.353
H15 0.203 -0.218 2.809
H16 1.352 -1.274 1.979
H17 -0.560 -3.797 2.074
H18 0.474 -3.313 0.709
H19 -1.266 -3.516 0.465
Br1 -0.512 2.864 -2.007

The calculation puts the HOMO energy (spin up / spin down) at -0.1289 / -0.1627 Eh. Its total charge is -1. As for the total energy: -131958.9328 eV. The spin multiplicity is 4. The calculation puts the LUMO energy (spin up / spin down) at 2.526 / 2.492 eV. Its expectation value of S² is 3.776. The value obtained for the gap between HOMO and LUMO (spin up / spin down) is 6.0 / 6.9 eV.